Entry 1:
{
  "formula": "C5H6O",
  "method": "wB97M-V/def2-TZVPD",
  "elements": ["C", "C", "C", "C", "C", "O", "H", "H", "H", "H", "H", "H"],
  "positions_angstrom": [[1.55479, -1.72598, -0.14751], [0.71284, -0.73400, -0.08624], [-0.21389, 0.19385, 0.00418], [-0.09113, 1.47947, 0.77655], [-1.50377, -0.09955, -0.67010], [-2.45072, 0.65357, -0.64753], [1.50663, -2.50482, 0.60893], [2.31028, -1.81534, -0.92346], [0.82639, 1.49648, 1.36903], [-0.09585, 2.34224, 0.10294], [-0.95274, 1.58666, 1.44253], [-1.54846, -1.08123, -1.18477]],
  "forces_ev_per_angstrom": [[-0.125, 0.106, 0.029], [-0.022, -0.086, 0.044], [0.097, -0.106, 0.015], [0.054, 0.056, 0.065], [-0.240, 0.152, -0.019], [0.357, -0.271, -0.016], [0.064, 0.061, -0.076], [-0.139, 0.094, 0.082], [-0.125, -0.005, -0.108], [-0.019, -0.137, 0.063], [0.117, -0.005, -0.096], [-0.020, 0.142, 0.017]],
  "e_above_lowest_kj_mol": 137.6,
  "orbital_gap_ha": 0.383,
  "smiles": "C=C=C(C)C=O",
  "homo_energy_ev": -9.84,
  "e_lumo_ev": 0.592,
  "charge": 0
}

---

Entry 2:
{
  "formula": "C29H27BrCl36NO7",
  "method": "wB97M-V/def2-TZVPD",
  "elements": ["C", "C", "O", "O", "C", "C", "C", "C", "C", "O", "C", "N", "C", "O", "C", "C", "C", "C", "C", "Br", "C", "C", "O", "O", "C", "O", "H", "H", "H", "H", "H", "H", "H", "H", "H", "H", "H", "H", "H", "H", "H", "C", "Cl", "Cl", "Cl", "H", "C", "Cl", "Cl", "Cl", "H", "C", "Cl", "Cl", "Cl", "H", "C", "Cl", "Cl", "Cl", "H", "C", "Cl", "Cl", "Cl", "H", "C", "Cl", "Cl", "Cl", "H", "C", "Cl", "Cl", "Cl", "H", "C", "Cl", "Cl", "Cl", "H", "C", "Cl", "Cl", "Cl", "H", "C", "Cl", "Cl", "Cl", "H", "C", "Cl", "Cl", "Cl", "H", "C", "Cl", "Cl", "Cl", "H"],
  "positions_angstrom": [[-3.05864, 3.94875, 0.10224], [-2.95610, 4.24923, -1.38369], [-2.47270, 5.29003, -1.74676], [-3.50928, 3.31519, -2.17664], [-3.28205, 3.51489, -3.56988], [-2.36757, 2.46149, -4.17805], [-1.52699, 2.75436, -5.17429], [-1.28596, 4.10151, -5.77498], [0.08754, 4.72272, -5.38216], [-0.02275, 6.03193, -4.81506], [0.93858, 3.88973, -4.42808], [0.34455, 3.74922, -3.08016], [-0.71406, 1.64796, -5.79743], [-0.44807, 1.74113, -6.97062], [-0.34642, 0.50573, -4.91993], [-1.21395, 0.22095, -3.84448], [-0.89036, -0.82431, -2.99722], [0.26410, -1.58981, -3.19394], [1.08998, -1.30401, -4.26923], [2.67056, -2.31640, -4.57512], [0.79592, -0.25564, -5.14466], [1.70982, 0.04303, -6.34079], [1.45393, -0.65380, -7.33824], [2.58827, 0.91846, -6.23445], [-2.45331, 1.05358, -3.67696], [-3.46726, 0.59767, -3.19905], [-2.44957, 3.07409, 0.33603], [-2.75960, 4.84266, 0.64307], [-4.11024, 3.73751, 0.32037], [-4.25240, 3.33683, -4.06626], [-2.97795, 4.51579, -3.85084], [-2.07320, 4.83361, -5.58596], [-1.27136, 3.96376, -6.86115], [0.68466, 4.83914, -6.29653], [-0.78855, 6.46912, -5.19847], [1.87603, 4.44732, -4.30726], [1.24685, 2.92739, -4.84689], [0.74987, 4.41572, -2.43048], [0.63667, 2.83281, -2.75209], [-1.53103, -1.06995, -2.15744], [0.55509, -2.41822, -2.58146], [-2.14069, 6.41075, 3.40272], [-1.52299, 5.83759, 4.96022], [-0.88852, 6.34608, 2.16505], [-3.54936, 5.47110, 2.90343], [-2.44358, 7.44262, 3.51998], [1.17724, -2.09860, 0.95856], [2.92987, -1.97953, 0.79612], [0.41204, -1.52277, -0.52338], [0.69420, -3.75741, 1.33478], [0.85945, -1.46347, 1.77696], [2.21957, -5.74419, 4.42817], [0.47435, -6.01055, 4.39162], [3.03615, -6.77676, 3.24975], [2.57362, -4.04966, 4.12539], [2.58345, -6.00154, 5.41443], [2.63568, -10.44690, 3.13299], [0.94727, -10.19914, 3.57777], [3.45844, -11.45402, 4.32379], [2.76039, -11.15627, 1.52134], [3.12450, -9.48161, 3.11649], [7.16414, -9.59708, 3.78680], [7.71733, -10.48966, 5.20630], [6.41800, -10.68535, 2.61951], [6.03072, -8.32426, 4.24971], [8.02396, -9.13264, 3.32247], [3.02972, 7.21193, -2.39798], [1.53129, 6.44121, -1.87719], [4.05667, 7.58248, -1.00293], [3.90363, 6.21096, -3.55249], [2.77444, 8.14397, -2.88437], [4.61164, 1.66356, -1.00964], [4.48082, 1.26100, 0.71351], [3.67157, 0.54511, -1.98959], [4.09277, 3.32898, -1.29390], [5.65074, 1.57818, -1.29861], [2.29086, 3.12289, 3.74336], [2.87906, 2.32926, 5.20947], [1.77220, 1.94348, 2.54543], [0.94439, 4.20094, 4.09106], [3.10225, 3.70584, 3.32598], [-2.05432, -2.89506, 3.67231], [-3.38139, -4.05755, 3.64098], [-2.16387, -1.78106, 2.31048], [-2.03924, -2.00629, 5.19890], [-1.12266, -3.44332, 3.58940], [-4.78311, 3.16980, -8.10630], [-4.47192, 3.01994, -6.37703], [-5.14331, 4.85005, -8.53220], [-3.41060, 2.57108, -9.03167], [-5.64842, 2.56771, -8.34999], [-2.02419, -4.49678, 8.21002], [-1.36517, -5.26614, 9.65917], [-0.92204, -4.68993, 6.84791], [-3.61253, -5.15236, 7.81530], [-2.13519, -3.43872, 8.41068], [-4.89358, -5.61265, 12.24329], [-6.64293, -5.85193, 12.25680], [-4.12500, -6.66601, 11.05973], [-4.49952, -3.92147, 11.92125], [-4.51134, -5.86703, 13.22291]],
  "forces_ev_per_angstrom": [[-0.454, -0.235, -0.903], [0.085, 0.686, 1.110], [0.004, -0.096, -0.612], [0.683, 0.457, 0.098], [-0.910, -1.371, -1.380], [0.353, 0.533, 0.546], [0.085, -0.123, 0.604], [0.259, 0.343, -0.392], [0.411, -0.286, -0.307], [-0.261, -0.104, 0.185], [0.475, 0.939, 0.739], [0.030, -0.760, -0.215], [-0.391, 0.207, -0.191], [0.290, -0.140, -0.102], [-0.350, -0.079, 0.467], [0.569, 0.199, -0.397], [-0.191, -0.463, 0.282], [0.150, 0.180, -1.498], [-0.334, 0.533, -0.145], [-0.222, 0.002, 0.242], [0.506, 0.182, -0.334], [0.413, 0.011, -1.412], [-0.255, -0.356, 0.421], [-0.307, 0.173, 0.956], [0.308, -0.124, -0.315], [-0.181, 0.049, 0.297], [-0.067, 0.082, 0.185], [0.184, -0.380, -0.252], [0.155, -0.189, 0.148], [0.063, 0.226, 0.676], [0.226, 0.031, 0.554], [-0.057, -0.202, 0.207], [-0.055, -0.062, 0.093], [-0.108, -0.229, -0.002], [0.036, -0.008, 0.014], [0.016, -0.068, -0.344], [-0.267, 0.040, -0.099], [-0.163, -0.280, -0.409], [-0.206, 0.039, 0.202], [-0.197, 0.103, -0.181], [-0.294, -0.200, -0.076], [0.037, -0.096, -0.090], [-0.238, 0.194, 0.012], [-0.049, 0.118, -0.010], [-0.082, 0.201, 0.453], [-0.018, -0.020, 0.031], [-0.010, 0.225, -0.088], [-0.012, -0.064, 0.152], [0.257, 0.040, 1.539], [-0.146, -0.066, -0.167], [0.043, -0.050, 0.039], [-0.122, 0.113, -0.096], [0.070, -0.187, -0.162], [0.008, 0.071, -0.007], [0.229, 0.047, 0.202], [-0.024, -0.031, -0.010], [-0.026, -0.072, -0.019], [0.036, 0.051, 0.003], [-0.075, -0.021, 0.095], [0.017, 0.028, 0.008], [0.010, -0.018, 0.009], [-0.117, -0.071, 0.058], [0.026, 0.028, -0.013], [0.115, 0.037, -0.108], [0.047, 0.001, -0.026], [-0.011, 0.004, 0.009], [-0.043, -0.108, 0.041], [0.204, 0.448, 0.109], [0.005, 0.053, 0.011], [-0.008, 0.037, 0.008], [-0.005, -0.006, 0.014], [-0.231, -0.067, -0.106], [0.213, 0.023, -0.138], [0.049, 0.036, 0.019], [0.045, -0.003, 0.026], [-0.001, 0.025, 0.028], [-0.200, -0.053, -0.099], [0.019, 0.027, -0.018], [0.004, -0.142, -0.003], [0.278, -0.027, 0.181], [0.010, -0.040, -0.005], [-0.047, 0.022, -0.026], [0.056, -0.023, 0.018], [0.019, -0.014, 0.020], [-0.054, 0.212, -0.068], [-0.004, 0.010, -0.007], [0.145, -0.051, -0.019], [-0.338, -0.006, -0.530], [-0.048, -0.001, 0.000], [-0.031, 0.005, 0.032], [-0.011, 0.034, 0.002], [0.023, -0.015, -0.067], [0.096, 0.117, -0.082], [-0.011, -0.165, 0.290], [0.008, 0.055, -0.013], [-0.015, -0.014, 0.014], [-0.018, -0.011, -0.118], [0.015, -0.001, 0.036], [-0.128, -0.083, 0.150], [0.015, -0.007, 0.029], [-0.011, 0.017, -0.002]],
  "orbital_gap_ha": 0.228,
  "homo_energy_ev": -4.92,
  "e_lumo_ev": 1.281,
  "charge": -1
}